Run 1
{"formula": "C7H13N2O2", "method": "wB97M-V/def2-TZVPD", "e_homo_ev": [-11.4, -11.4], "orbital_gap_ev": [6.473, 6.474], "charge": 1, "smiles": "CN/C=C/CC/[N+](C=O)=C/O", "species": ["C", "C", "C", "C", "C", "C", "C", "N", "N", "O", "O", "H", "H", "H", "H", "H", "H", "H", "H", "H", "H", "H", "H", "H"], "xyz": [[1.9339, -0.7819, -1.0229], [3.0291, 0.2320, 0.7982], [0.3748, 1.5145, 0.1051], [-0.7146, 0.5483, -0.5246], [1.6507, 1.6708, -0.7210], [-1.6360, -0.0624, 0.3347], [-3.8338, -1.4326, 0.7156], [2.3820, 0.4009, -0.4421], [-2.7443, -0.8582, -0.0115], [2.3416, -1.9852, -0.8184], [3.3306, -0.8740, 1.1536], [-1.3378, -0.0830, 1.4616], [3.0792, 1.2155, 1.3624], [-0.1116, 2.5245, 0.2705], [0.6699, 1.0524, 1.0340], [-0.7703, 0.5838, -1.5581], [1.2416, -0.6483, -1.8363], [1.5880, 1.6499, -1.7718], [2.2229, 2.4853, -0.3272], [-4.2304, -2.3013, 0.2434], [-3.6557, -1.5572, 1.8139], [-4.6821, -0.7151, 0.8195], [2.9352, -1.9759, -0.0938], [-3.0630, -0.6029, -0.9846]], "lowdin_charge": [-0.011, -0.183, -0.173, -0.112, -0.098, -0.109, -0.113, -0.009, -0.090, 0.238, 0.120, 0.155, 0.185, 0.139, 0.090, 0.064, 0.157, 0.120, 0.127, 0.073, 0.101, 0.092, 0.082, 0.157]}

***

Run 2
{"formula": "C7H13N2O2", "method": "wB97M-V/def2-TZVPD", "e_homo_ev": [-13.1, -13.1], "orbital_gap_ev": [7.695, 7.696], "charge": 1, "species": ["C", "C", "C", "C", "C", "C", "C", "N", "N", "O", "O", "H", "H", "H", "H", "H", "H", "H", "H", "H", "H", "H", "H", "H"], "xyz": [[1.6202, -1.0357, -1.3736], [-0.8655, -0.1497, -0.3866], [-0.4777, -1.2170, -0.9781], [0.5215, 0.7574, -0.0313], [-3.3747, -0.6247, -0.3031], [2.8431, 0.8818, -0.7434], [-2.2503, 0.3204, 0.1468], [1.5852, 0.1366, -0.7955], [0.5683, -1.8654, -1.3007], [1.0788, -1.5182, 1.7801], [0.7573, 0.9986, 1.2553], [2.5702, -1.4731, -1.7220], [0.4039, 1.7085, -0.5486], [-4.2460, -0.0486, -0.4490], [-3.5171, -1.5503, 0.2518], [-3.1946, -0.8506, -1.3049], [3.5227, 0.4600, -0.0747], [3.3949, 0.9205, -1.6974], [2.5973, 1.8960, -0.3155], [-2.0681, 0.6377, 1.1920], [-2.3744, 1.1674, -0.5155], [1.7906, -1.3285, 2.4111], [0.5258, -2.2636, 2.0800], [0.9807, 0.2365, 1.8381]], "lowdin_charge": [-0.085, -0.062, 0.071, -0.286, -0.072, 0.011, -0.148, -0.057, 0.164, -0.026, 0.072, 0.173, 0.174, 0.070, 0.092, 0.056, 0.078, 0.118, 0.128, 0.131, 0.114, 0.084, 0.100, 0.098]}

***

Run 3
{"formula": "C7H13N2O2", "method": "wB97M-V/def2-TZVPD", "e_homo_ev": -14.7, "orbital_gap_ev": 10.658, "charge": 1, "smiles": "CC1=NOC(=O)[C@@]1([NH3+])C(C)C", "species": ["C", "C", "C", "C", "C", "C", "C", "N", "N", "O", "O", "H", "H", "H", "H", "H", "H", "H", "H", "H", "H", "H", "H", "H"], "xyz": [[1.5163, -1.2043, -0.0543], [1.9934, 1.1473, 0.1186], [0.8456, 0.1220, 0.4485], [0.9532, -2.5580, 0.2923], [-0.9656, 1.7256, -0.1092], [-0.0147, 0.3644, -1.9837], [-0.3935, 0.3166, -0.4709], [2.6288, -0.9059, -0.6023], [0.4224, 0.4699, 1.8774], [2.1282, 2.3083, 0.3803], [2.9374, 0.4472, -0.4737], [-0.0959, -2.4403, 0.3481], [1.4613, -2.9554, 1.3069], [1.3411, -3.2690, -0.4062], [-0.2416, 2.2286, 0.6598], [-1.9183, 1.4806, 0.3833], [-1.1312, 2.3425, -0.9513], [0.2171, 1.4234, -2.4238], [-0.9497, 0.0098, -2.6506], [0.7390, -0.3931, -2.1432], [-1.1898, -0.5549, -0.1514], [0.7369, 1.3953, 2.0579], [1.0722, 0.0954, 2.5597], [-0.5593, 0.2675, 1.9703]], "lowdin_charge": [-0.262, -0.428, -0.243, 0.020, -0.041, -0.043, -0.328, 0.177, 0.287, 0.182, 0.096, 0.057, 0.156, 0.085, 0.104, 0.089, 0.073, 0.133, 0.143, 0.055, 0.188, 0.139, 0.190, 0.171]}

***

The structure with the least stability is run 2.

***

Run 1
{"formula": "C4H5ClO", "method": "wB97M-V/def2-TZVPD", "e_homo_ev": -10.1, "orbital_gap_ev": 9.932, "smiles": "C=C1O[C@]1(C)Cl", "species": ["C", "C", "C", "C", "O", "Cl", "H", "H", "H", "H", "H"], "xyz": [[-0.2383, -0.9210, -0.1423], [-0.7689, -1.9273, 0.5037], [0.4678, 0.2652, -0.2488], [-0.0087, 1.6592, -0.2600], [0.3032, -0.5340, -1.3651], [2.5014, 0.2031, 0.4546], [-1.2400, -2.7922, 0.1795], [-0.6989, -1.9109, 1.6203], [-0.0509, 1.8978, 0.7614], [-1.0299, 1.9374, -0.6959], [0.7632, 2.1227, -0.8073]], "lowdin_charge": [-0.300, 0.101, -0.556, -0.049, 0.094, 0.306, 0.041, 0.095, 0.069, 0.135, 0.065]}

***

Run 2
{"formula": "C4H5ClO", "method": "wB97M-V/def2-TZVPD", "e_homo_ev": -9.8, "orbital_gap_ev": 10.339, "smiles": "O=C1CC[C@@H]1Cl", "species": ["C", "C", "C", "C", "H", "H", "H", "H", "H", "O", "Cl"], "xyz": [[0.2516, 0.1263, 0.6830], [-0.1708, 1.5250, 0.2268], [-1.3298, 0.8417, -0.5478], [-0.9902, -0.4678, 0.0443], [0.3447, -0.0182, 1.7663], [-0.5387, 2.0442, 1.0689], [0.5925, 2.1556, -0.2313], [-1.2783, 0.8894, -1.6431], [-2.3069, 1.0890, -0.2449], [-1.5572, -1.5343, 0.0793], [1.7106, -0.3551, -0.2228]], "lowdin_charge": [-0.604, -0.174, -0.090, -0.445, 0.119, 0.091, 0.106, 0.135, 0.107, 0.116, 0.639]}

***

The structure with the least stability is run 1.

***

Run 1
{"formula": "C4H9NO2S", "method": "wB97M-V/def2-TZVPD", "e_homo_ev": -8.4, "orbital_gap_ev": 8.714, "species": ["C", "C", "C", "C", "N", "O", "O", "S", "H", "H", "H", "H", "H", "H", "H", "H", "H"], "xyz": [[-0.5454, 1.9699, -0.2000], [-0.6402, -1.8424, -0.9804], [1.7649, -0.6813, 1.5293], [-0.0836, -1.3309, 0.3348], [-0.2852, 2.7752, -1.2563], [-1.8064, 1.5222, -0.0921], [1.2823, -1.2662, 0.3332], [-1.0363, -1.1046, 1.6479], [-1.5828, -2.2888, -0.8007], [-0.8250, -0.9426, -1.5178], [-0.0757, -2.5766, -1.4900], [1.4929, 0.4669, 1.5197], [2.7867, -0.5960, 1.2556], [1.4620, -1.0152, 2.5228], [0.6958, 3.0995, -1.3456], [-0.9584, 3.0455, -1.9839], [-1.6456, 0.7655, 0.5236]], "lowdin_charge": [-0.248, -0.060, -0.158, -0.803, 0.045, -0.053, -0.118, 0.771, 0.059, 0.073, 0.075, 0.111, 0.074, 0.062, 0.098, 0.100, -0.028]}

***

Run 2
{"formula": "C4H9NO2S", "method": "wB97M-V/def2-TZVPD", "e_homo_ev": -7.6, "orbital_gap_ev": 4.379, "species": ["O", "C", "N", "C", "C", "S", "C", "O", "H", "H", "H", "H", "H", "H", "H", "H", "H"], "xyz": [[-0.2720, -1.4962, -2.3523], [-0.7600, -0.8941, -1.4467], [-0.2191, 0.3783, -1.0387], [0.7755, 0.0620, 0.0464], [2.0561, 0.7812, 0.1002], [-3.1925, 1.1617, -0.3776], [0.4873, -1.0615, 0.9798], [-0.7625, -0.8288, 1.6088], [-1.4542, -1.1672, -0.6341], [-0.9572, 0.9407, -0.5062], [2.0416, 1.4939, 0.9293], [2.1780, 1.2592, -0.8645], [2.9868, 0.1213, 0.0337], [-3.9240, 2.1999, -0.1790], [0.3795, -2.0262, 0.4242], [1.3128, -1.0629, 1.6736], [-0.6761, 0.1390, 1.6028]], "lowdin_charge": [0.124, -0.343, 0.049, -0.130, -0.009, 0.170, -0.219, -0.027, 0.110, -0.020, 0.112, 0.087, 0.138, -0.406, 0.156, 0.125, 0.085]}

***

Run 3
{"formula": "C4H9NO2S", "method": "wB97M-V/def2-TZVPD", "e_homo_ev": -9.7, "orbital_gap_ev": 10.238, "smiles": "CCN[C@@H](S)C(=O)O", "species": ["C", "C", "C", "C", "N", "O", "O", "S", "H", "H", "H", "H", "H", "H", "H", "H", "H"], "xyz": [[-1.3133, -1.7465, -0.3787], [1.3394, 0.8570, 1.6033], [1.2219, 1.0282, 0.0846], [-0.9812, -0.3105, -0.4202], [0.4673, -0.0296, -0.6336], [-0.2950, -2.6124, -0.6872], [-2.3699, -2.1580, 0.0476], [-1.9581, 0.6153, -1.7724], [0.3321, 0.9525, 2.0596], [1.8580, -0.1254, 2.0287], [2.0679, 1.6752, 1.9334], [2.1755, 1.1234, -0.3285], [0.8540, 2.0429, -0.1603], [-1.2995, 0.1523, 0.5709], [0.4587, -2.0591, -0.9374], [0.6555, -0.0304, -1.6787], [-3.2133, 0.6252, -1.3309]], "lowdin_charge": [-0.553, -0.106, -0.283, -0.538, -0.111, 0.100, 0.097, 0.739, 0.061, 0.112, 0.088, 0.082, 0.114, 0.138, 0.083, 0.129, -0.155]}

***

Run 4
{"formula": "C4H9NO2S", "method": "wB97M-V/def2-TZVPD", "e_homo_ev": -9.4, "orbital_gap_ev": 8.900, "smiles": "CCCCO[N+]([O-])=S", "species": ["C", "C", "C", "C", "N", "O", "O", "S", "H", "H", "H", "H", "H", "H", "H", "H", "H"], "xyz": [[2.7095, 0.5486, -0.0154], [1.4821, -0.3538, 0.0069], [0.1925, 0.4633, 0.0059], [-1.0324, -0.4400, 0.0097], [-3.4053, -0.2544, -0.0016], [-3.3885, -1.4602, -0.0088], [-2.1786, 0.3988, 0.0095], [-4.6439, 0.7271, -0.0031], [2.7212, 1.1992, 0.8557], [3.6186, -0.0471, -0.0117], [2.7098, 1.1705, -0.9074], [1.4963, -1.0095, -0.8661], [1.5103, -0.9856, 0.8969], [0.1575, 1.1072, 0.8856], [0.1557, 1.1015, -0.8779], [-1.0536, -1.0844, -0.8774], [-1.0513, -1.0812, 0.8991]], "lowdin_charge": [-0.113, -0.269, -0.190, -0.201, -0.806, -0.001, -0.128, 0.760, 0.073, 0.069, 0.073, 0.111, 0.111, 0.123, 0.123, 0.133, 0.133]}

***

The structure with the least stability is run 2.

***

Run 1
{"formula": "C3H9NS2", "method": "wB97M-V/def2-TZVPD", "e_homo_ev": -8.5, "orbital_gap_ev": 9.030, "smiles": "C[C@H](N)CSS", "species": ["N", "C", "C", "C", "S", "S", "H", "H", "H", "H", "H", "H", "H", "H", "H"], "xyz": [[-1.6763, -0.2872, 0.1007], [-0.5332, 0.5898, -0.1672], [-0.5418, 1.7875, 0.8034], [0.7864, -0.2496, -0.0042], [1.2765, -1.1155, -1.4533], [2.6474, -2.4787, -0.6867], [-1.4334, -1.2207, 0.3812], [-2.3521, -0.2874, -0.6379], [-0.6204, 0.9307, -1.2021], [-0.1368, 2.6756, 0.3113], [-0.0336, 1.6804, 1.7564], [-1.6116, 1.9776, 0.8625], [0.5091, -0.9090, 0.8289], [1.4828, 0.4248, 0.5001], [2.2369, -3.5183, -1.3930]], "lowdin_charge": [0.020, -0.499, -0.072, -0.617, 0.454, 0.325, 0.059, 0.064, 0.120, 0.072, 0.075, 0.069, 0.073, 0.075, -0.218]}

***

Run 2
{"formula": "C3H9NS2", "method": "wB97M-V/def2-TZVPD", "e_homo_ev": -8.3, "orbital_gap_ev": 8.700, "smiles": "CNCCSS", "species": ["S", "S", "C", "C", "N", "C", "H", "H", "H", "H", "H", "H", "H", "H", "H"], "xyz": [[2.0668, 1.0827, 2.1087], [0.4818, -0.2831, 2.2908], [0.8031, -1.2001, 0.7674], [0.3391, -0.4734, -0.5024], [-1.0527, -0.1367, -0.4252], [-1.5457, 0.6057, -1.5750], [1.5086, 1.9173, 2.9948], [0.2063, -2.1136, 0.8294], [1.8480, -1.4436, 0.7016], [0.9450, 0.4384, -0.6666], [0.5856, -1.1686, -1.3071], [-1.2517, 0.3275, 0.4494], [-2.3945, 1.2285, -1.2955], [-0.7869, 1.2888, -1.9753], [-1.7527, -0.0700, -2.3950]], "lowdin_charge": [0.328, 0.446, -0.570, -0.351, -0.150, -0.131, -0.203, 0.078, 0.059, 0.097, 0.118, 0.059, 0.079, 0.070, 0.070]}

***

The structure with the least stability is run 1.

***

Run 1
{"formula": "C3H9NS2", "method": "wB97M-V/def2-TZVPD", "e_homo_ev": -9.1, "orbital_gap_ev": 5.576, "species": ["S", "S", "C", "C", "C", "N", "H", "H", "H", "H", "H", "H", "H", "H", "H"], "xyz": [[4.0067, -0.6204, -0.1754], [-2.9899, 0.5820, 0.8792], [-1.4212, 0.9039, 0.0407], [-0.8172, -0.4100, -0.6551], [0.6997, -0.4465, -0.6503], [1.2748, 0.0679, 0.5870], [-1.9060, -0.4922, 1.9764], [-1.3615, 1.8134, -0.5915], [-0.8290, 1.1541, 0.9130], [-1.1964, -1.0695, 0.1399], [-1.3975, -0.6519, -1.5406], [1.0323, -1.4705, -0.6595], [1.1682, -0.0678, -1.5771], [2.2079, -0.3461, 0.7038], [1.5290, 1.0538, 0.6095]], "lowdin_charge": [0.142, 0.594, -0.683, -0.241, -0.320, 0.012, 0.122, 0.078, 0.006, 0.039, 0.105, 0.094, 0.108, -0.143, 0.087]}

***

Run 2
{"formula": "C3H9NS2", "method": "wB97M-V/def2-TZVPD", "e_homo_ev": -8.7, "orbital_gap_ev": 7.905, "smiles": "NCCCSS", "species": ["S", "S", "C", "C", "C", "N", "H", "H", "H", "H", "H", "H", "H", "H", "H"], "xyz": [[-2.8278, 0.6702, -0.3411], [-0.8693, -0.2139, 0.6951], [0.2056, 0.8072, -0.3193], [1.6905, 0.5291, 0.0527], [2.0042, -0.9480, -0.1652], [3.5009, -1.1292, -0.3376], [-3.2322, 0.2179, 0.8306], [-0.0146, 1.8668, -0.2203], [0.1367, 0.4776, -1.3568], [1.9345, 0.7300, 1.1019], [2.3013, 1.1588, -0.5868], [1.4210, -1.3377, -0.9994], [1.8461, -1.4637, 0.7781], [3.5941, -1.9534, -0.9254], [3.8339, -1.4803, 0.5543]], "lowdin_charge": [0.343, 0.535, -0.641, -0.283, -0.305, -0.016, -0.280, 0.064, 0.066, 0.107, 0.105, 0.107, 0.092, 0.053, 0.053]}

***

Run 3
{"formula": "C3H9NS2", "method": "wB97M-V/def2-TZVPD", "e_homo_ev": -8.3, "orbital_gap_ev": 6.565, "species": ["S", "S", "C", "C", "C", "N", "H", "H", "H", "H", "H", "H", "H", "H", "H"], "xyz": [[-0.2001, -0.9897, -2.3970], [0.0586, 1.0402, -1.9424], [1.0243, 1.0541, -0.3691], [0.2223, 0.7233, 0.7437], [-0.7427, -0.4698, 0.5135], [-1.1700, -1.0829, 1.8411], [1.1305, -0.0124, -3.7431], [1.5616, 2.0327, -0.2930], [1.8608, 0.2734, -0.4917], [-0.4492, 1.5460, 0.9773], [0.8894, 0.5242, 1.6219], [-0.1973, -1.1720, -0.1583], [-1.6520, 0.0427, 0.0386], [-1.9092, -1.7719, 1.6762], [-0.4269, -1.7380, 1.9824]], "lowdin_charge": [0.196, 0.312, -0.584, -0.360, -0.344, -0.005, 0.127, 0.095, 0.106, 0.111, 0.131, -0.002, 0.116, 0.061, 0.042]}

***

The structure with the least stability is run 1.

***

Run 1
{"formula": "CH6N2O", "method": "wB97M-V/def2-TZVPD", "e_homo_ev": -10.0, "orbital_gap_ev": 11.091, "smiles": "C=N.NO", "species": ["N", "O", "H", "H", "H", "C", "N", "H", "H", "H"], "xyz": [[-1.2805, -1.2504, -0.2224], [-1.7860, 0.1124, -0.2554], [-2.6356, 0.0019, -0.7284], [-0.3335, -1.1456, -0.6109], [-1.1173, -1.3978, 0.7780], [1.2025, 0.9179, 0.4868], [1.8387, -0.1055, 0.0326], [2.2871, 0.1337, -0.8607], [1.1662, 1.8723, -0.0628], [0.6583, 0.8611, 1.4431]], "lowdin_charge": [-0.038, -0.182, 0.080, 0.040, 0.067, -0.140, -0.001, 0.039, 0.068, 0.065]}

***

Run 2
{"formula": "CH6N2O", "method": "wB97M-V/def2-TZVPD", "e_homo_ev": [-9.0, -9.0], "orbital_gap_ev": [9.088, 9.383], "smiles": "C=[NH+][O-].N", "species": ["C", "N", "N", "O", "H", "H", "H", "H", "H", "H"], "xyz": [[2.0996, 0.1002, 1.2442], [2.7204, -0.3414, -0.0872], [-1.5168, -0.2272, -0.3397], [3.7721, 0.0354, -0.6467], [2.6784, 0.7039, 1.9823], [1.3045, -0.4564, 1.6009], [2.0144, -0.9162, -0.6136], [-2.5272, -0.2741, -0.0411], [-1.3873, -0.0196, -1.2845], [-0.9385, 0.2954, 0.2342]], "lowdin_charge": [0.086, -0.204, 0.024, -0.081, 0.059, -0.005, 0.146, 0.046, -0.024, -0.047]}

***

The structure with the least stability is run 2.